27
Properties=species:S:1:pos:R:3:forces:R:3:lowdin_charge:R:1 method="wB97M-V/def2-TZVPD" total_charge=+2 largest_force_ha_per_bohr=0.026 spin_multiplicity=5 e_tot_ev=-105760.82490 molar_mass_g_mol=432.46 homo_ev="-15.56 / -16.30"
Rh 0.059 0.793 0.000 -0.09 -0.56 0.00 1.14
O 5.855 2.671 0.000 0.07 -0.08 0.00 0.16
C 4.673 2.088 0.000 0.10 0.05 0.00 -0.27
C 4.472 0.702 0.000 0.09 -0.09 0.00 0.05
C 3.195 0.209 0.000 -0.14 0.00 0.00 -0.07
N 2.114 1.018 0.000 1.00 0.39 0.00 -0.17
C 2.342 2.341 0.000 -0.06 0.03 0.00 -0.67
Br 0.682 3.290 0.000 0.49 1.02 0.00 0.92
C 3.557 2.943 0.000 0.03 0.17 0.00 0.02
H 6.597 2.045 0.000 -0.13 0.06 0.00 0.16
H 5.311 0.019 0.000 -0.01 0.00 0.00 0.14
H 2.999 -0.854 0.000 -0.01 0.00 0.00 0.13
H 3.685 4.016 0.000 -0.01 -0.01 0.00 0.15
Cl -5.810 -3.609 0.000 -0.05 -0.04 0.00 0.91
C -4.683 -2.373 0.000 -0.06 0.03 0.00 -0.60
C -5.111 -1.019 0.000 -0.06 -0.14 0.00 -0.02
C -4.195 -0.022 0.000 0.22 0.08 0.00 0.07
C -2.784 -0.318 0.000 0.31 -0.24 0.00 -0.27
O -1.945 0.626 0.000 -1.36 0.09 0.00 -0.12
C -2.359 -1.715 0.000 0.02 0.41 0.00 -0.09
C -0.952 -2.108 0.000 -0.29 -0.40 0.00 -0.11
O 0.002 -1.345 0.000 0.23 -0.48 0.00 -0.06
C -3.305 -2.697 0.000 -0.08 -0.27 0.00 0.01
H -6.169 -0.793 0.000 -0.01 -0.07 0.00 0.14
H -4.493 1.017 0.000 0.05 0.02 0.00 0.15
H -0.728 -3.184 0.000 -0.19 0.02 0.00 0.16
H -3.011 -3.741 0.000 -0.06 0.01 0.00 0.14


15
Properties=species:S:1:pos:R:3:forces:R:3:lowdin_charge:R:1 method="wB97M-V/def2-TZVPD" largest_force_ha_per_bohr=0.011 de_lowest_ev=3.144 e_tot_ev=-7829.17569 molar_mass_g_mol=87.12 homo_ev=-8.00
C -1.596 1.198 0.028 -0.01 0.13 -0.06 -0.15
C -0.551 1.339 -1.057 0.08 -0.52 0.17 -0.12
N 0.199 0.257 -1.195 -0.08 0.31 -0.14 -0.08
C 0.191 -1.001 -0.435 -0.15 -0.02 0.08 -0.17
C 1.196 -0.948 0.724 0.08 -0.28 -0.08 -0.25
O 1.133 0.253 1.457 0.05 0.17 -0.12 -0.07
H -1.100 1.121 1.006 -0.14 0.02 -0.14 0.07
H -2.258 2.068 0.042 0.15 -0.15 -0.03 0.05
H -2.219 0.298 -0.090 0.07 0.14 -0.01 0.07
H -0.820 -1.177 -0.064 0.19 0.03 -0.02 0.10
H 0.914 0.306 -1.913 -0.14 0.01 0.14 0.12
H 0.451 -1.824 -1.110 -0.03 0.11 0.10 0.12
H 2.214 -1.120 0.342 -0.13 0.05 0.04 0.11
H 0.965 -1.747 1.434 0.07 0.02 -0.12 0.12
H 1.280 0.978 0.831 -0.03 -0.03 0.18 0.08


12
Properties=species:S:1:pos:R:3:forces:R:3:lowdin_charge:R:1 method="wB97M-V/def2-TZVPD" total_charge=+1 largest_force_ha_per_bohr=0.077 de_lowest_ev=0.000 e_tot_ev=-16870.00562 molar_mass_g_mol=213.98 homo_ev=-14.11
C 2.929 1.345 0.092 2.80 2.83 0.06 -0.36
C -0.758 -1.329 -0.280 0.68 -1.81 1.48 -0.10
C -1.394 -0.059 -0.594 -1.06 0.40 0.33 -0.65
N -0.439 -0.094 0.566 -0.25 0.08 -0.48 0.03
O 3.845 2.034 0.101 0.47 -0.33 -0.01 0.30
O 1.946 0.777 0.082 -2.33 -2.17 -0.28 0.21
I -3.440 0.267 0.096 1.17 -0.16 -0.62 0.91
H -1.370 -2.058 0.379 1.23 0.97 -1.62 0.15
H 0.180 -1.726 -0.855 -2.09 0.79 1.09 0.17
H -1.093 0.518 -1.465 -0.04 0.00 0.29 0.10
H -0.940 0.025 1.477 0.98 -0.25 -0.93 0.15
H 0.534 0.300 0.400 -1.55 -0.35 0.69 0.08